No. 1
Computed, not measured: the ion C8H15IN with charge +1 in a non-equilibrium geometry, with ωB97M-V with the def2-TZVPD basis set.

```
! wB97M-V def2-TZVPD RIJCOSX def2/J DEFGRID3
* xyz 1 1
C 1.521 -2.251 -1.378
N 1.180 -1.360 -0.537
C 0.695 -1.698 0.799
C 0.531 -0.440 1.601
C 0.272 0.652 0.435
C -1.063 0.796 -0.271
C -2.195 0.899 0.730
C -1.107 1.970 -1.249
C 1.413 0.139 -0.508
I 3.451 0.378 0.117
H 2.270 -2.051 -2.204
H 1.072 -3.300 -1.234
H 1.354 -2.445 1.345
H -0.245 -2.409 0.607
H -0.328 -0.350 2.228
H 1.568 -0.328 2.153
H 0.647 1.657 0.937
H -1.351 -0.036 -0.828
H -2.840 1.620 0.501
H -1.916 1.127 1.818
H -2.759 0.009 0.882
H -1.288 2.835 -0.607
H -1.887 1.911 -1.909
H -0.152 2.269 -1.836
H 1.159 0.408 -1.589
*
```

Values from the calculation:
HOMO = -13.61 eV
Energy above the lowest of the compared OMol25 structures with the same formula, charge and spin = 220.4 kJ/mol
Calculated total energy = -18120.936 eV
Kohn-Sham gap = 8.57 eV
SMILES = C=[N+]1CC[C@H](C(C)C)[C@H]1I


No. 2
Computed, not measured: a structure of composition C5H8LiO3Sm in a non-equilibrium geometry, with ωB97M-V with the def2-TZVPD basis set.

```
! wB97M-V def2-TZVPD RIJCOSX def2/J DEFGRID3
* xyz 2 8
C -0.020 -0.136 -0.693
C -1.290 0.146 -0.464
H 0.754 0.062 0.053
H -0.714 0.773 -1.580
H -1.434 -0.945 0.659
Li -0.084 -3.275 -2.172
O 0.370 -3.806 1.204
Sm -0.559 -2.478 4.123
O -0.771 -2.004 1.527
C 0.014 -2.642 0.740
O 0.166 -2.328 -0.483
C 0.595 -4.933 0.319
C 0.969 -6.114 1.175
H -0.332 -5.126 -0.240
H 1.399 -4.652 -0.375
H 0.124 -6.409 1.811
H 1.232 -6.946 0.511
H 1.802 -5.866 1.844
*
```

Values from the calculation:
HOMO (spin up / spin down) = -11.86 / -17.53 eV
Energy above the lowest of the compared OMol25 structures with the same formula, charge and spin = 686.5 kJ/mol
Calculated total energy = -29543.027 eV
Kohn-Sham gap (spin up / spin down) = 3.80 / 9.51 eV


Q: Which of these has the highest energy above the lowest of the compared OMol25 structures with the same formula, charge and spin?
A: C5H8LiO3Sm


Repeat the second record exactly.
Computed, not measured: a structure of composition C5H8LiO3Sm in a non-equilibrium geometry, with ωB97M-V with the def2-TZVPD basis set.

```
! wB97M-V def2-TZVPD RIJCOSX def2/J DEFGRID3
* xyz 2 8
C -0.020 -0.136 -0.693
C -1.290 0.146 -0.464
H 0.754 0.062 0.053
H -0.714 0.773 -1.580
H -1.434 -0.945 0.659
Li -0.084 -3.275 -2.172
O 0.370 -3.806 1.204
Sm -0.559 -2.478 4.123
O -0.771 -2.004 1.527
C 0.014 -2.642 0.740
O 0.166 -2.328 -0.483
C 0.595 -4.933 0.319
C 0.969 -6.114 1.175
H -0.332 -5.126 -0.240
H 1.399 -4.652 -0.375
H 0.124 -6.409 1.811
H 1.232 -6.946 0.511
H 1.802 -5.866 1.844
*
```

Values from the calculation:
HOMO (spin up / spin down) = -11.86 / -17.53 eV
Energy above the lowest of the compared OMol25 structures with the same formula, charge and spin = 686.5 kJ/mol
Calculated total energy = -29543.027 eV
Kohn-Sham gap (spin up / spin down) = 3.80 / 9.51 eV


Q: What is the calculated total energy in the first record?
A: -18120.936 eV